The following is a DFT calculation (ωB97M-V/def2-TZVPD) of a structure of composition C6H7N3O2S in a non-equilibrium geometry.

Geometry as XYZ:
```
19
C6H7N3O2S, DFT ωB97M-V/def2-TZVPD
C 0.681 0.142 -0.502
C -0.608 0.504 -0.393
C -0.217 -1.058 1.115
C 2.606 -1.411 3.589
C 1.622 -2.107 2.541
C -1.368 1.389 -1.307
N 0.951 -0.810 0.498
N -1.215 -0.233 0.566
N 2.090 -1.347 0.777
O 3.570 -0.863 2.956
O 2.530 -1.551 4.733
S -0.160 -1.925 2.568
H 1.470 0.595 -1.152
H 1.869 -3.193 2.399
H -2.239 0.743 -1.674
H -1.763 2.397 -0.878
H -0.775 1.691 -2.158
H -2.143 -0.344 0.732
H 3.462 -0.938 1.945
```

Calculated values
HOMO: -7.3 eV
lowest unoccupied orbital energy: 0.3 eV
E_tot: -25731.9732 eV
orbital gap: 7.534 eV

The following is a DFT calculation (ωB97M-V/def2-TZVPD) of an isolated molecule of C4H4N4 in a non-equilibrium geometry.

Geometry as XYZ:
```
12
C4H4N4, DFT ωB97M-V/def2-TZVPD
N -2.968 1.292 -1.820
C -1.634 0.961 -1.615
C -0.462 0.345 -1.089
C -0.191 -1.002 -1.101
N 0.658 -1.356 -0.121
C 0.601 -0.371 0.689
N 1.165 -0.185 1.879
N 0.017 0.734 0.102
H -0.952 -1.862 -1.670
H 1.899 0.650 1.731
H 1.892 -0.998 2.454
H -0.024 1.793 0.562
```

Calculated values
HOMO: -8.6 eV
structure (SMILES): N#Cc1cnc(N)[nH]1
lowest unoccupied orbital energy: 0.2 eV
E_tot: -10167.9249 eV
orbital gap: 8.778 eV

The following is a DFT calculation (ωB97M-V/def2-TZVPD) of a structure of composition C26H62BaN4O14Sr2 in a non-equilibrium geometry.

Geometry as XYZ:
```
109
C26H62BaN4O14Sr2, DFT ωB97M-V/def2-TZVPD
Sr -0.775 -0.383 4.814
Sr -2.644 2.621 1.113
Ba -4.389 -2.373 2.568
O -6.530 0.535 -0.769
C -5.534 0.572 0.146
O -5.574 -0.356 1.028
O -4.607 1.404 -0.002
H -6.857 -0.287 -0.352
O -1.968 0.134 0.934
C -1.492 -1.075 1.419
O -2.174 -2.042 1.004
O -0.641 -1.126 2.340
H -2.751 -0.191 0.438
C 0.671 -5.024 0.354
O 1.319 -4.396 -0.724
C 1.223 -2.979 -0.725
C 2.060 -2.411 -1.835
N 1.421 -2.505 -3.147
C 2.331 -2.234 -4.285
C 2.464 -0.725 -4.511
O 2.434 -0.458 -5.892
C 2.647 0.915 -6.120
H 0.796 -4.319 1.193
H 1.156 -5.974 0.556
H -0.409 -5.168 0.223
H 1.712 -2.687 0.220
H 0.176 -2.656 -0.677
H 3.051 -2.872 -1.899
H 2.142 -1.335 -1.632
H 1.144 -3.477 -3.265
H 1.893 -2.599 -5.214
H 3.272 -2.751 -4.080
H 3.378 -0.377 -4.011
H 1.649 -0.210 -3.982
H 2.422 1.092 -7.173
H 3.673 1.228 -5.910
H 2.013 1.655 -5.608
C -0.784 9.438 1.392
O -1.097 8.132 0.908
C -1.497 7.231 1.916
C -1.966 5.937 1.290
N -1.019 4.845 1.086
C 0.038 5.032 0.085
C 1.028 3.911 0.220
O 0.431 2.653 -0.123
C 0.987 1.572 0.593
H -0.146 9.896 0.641
H -0.224 9.321 2.322
H -1.672 10.062 1.501
H -2.385 7.748 2.308
H -0.839 7.060 2.779
H -2.461 6.052 0.324
H -2.666 5.531 2.042
H -0.532 4.687 1.969
H 0.516 5.998 0.258
H -0.351 4.984 -0.934
H 1.438 3.881 1.240
H 1.918 4.123 -0.378
H 2.075 1.582 0.644
H 0.607 0.641 0.172
H 0.593 1.511 1.629
C -2.719 -2.796 -6.919
O -2.719 -1.496 -6.371
C -1.529 -0.787 -6.693
C -1.247 0.339 -5.697
N -2.050 0.235 -4.485
C -1.592 -0.875 -3.650
C -2.382 -1.242 -2.410
O -3.536 -1.886 -2.922
C -4.463 -2.229 -1.926
H -2.014 -3.430 -6.364
H -2.368 -2.779 -7.956
H -3.695 -3.273 -6.924
H -1.600 -0.516 -7.748
H -0.731 -1.540 -6.637
H -1.564 1.302 -6.110
H -0.176 0.488 -5.515
H -2.085 1.087 -3.941
H -0.567 -0.596 -3.342
H -1.551 -1.751 -4.292
H -2.657 -0.404 -1.751
H -1.804 -2.021 -1.897
H -5.361 -2.550 -2.449
H -4.721 -1.467 -1.180
H -4.140 -3.106 -1.340
C 1.909 -4.194 7.149
O 2.704 -3.024 7.383
C 2.009 -2.004 8.056
C 1.455 -0.901 7.139
N 1.594 -1.134 5.679
C 2.895 -0.743 5.103
C 2.963 -1.526 3.775
O 4.094 -1.392 2.973
C 5.258 -1.985 3.523
H 1.970 -4.944 7.935
H 2.300 -4.600 6.215
H 0.866 -3.908 6.958
H 2.713 -1.494 8.719
H 1.332 -2.406 8.814
H 1.991 0.021 7.361
H 0.380 -0.805 7.328
H 1.736 -2.149 5.796
H 3.813 -0.925 5.664
H 2.961 0.304 4.798
H 2.198 -1.015 3.162
H 2.570 -2.552 3.786
H 6.070 -1.900 2.797
H 5.189 -3.069 3.638
H 5.604 -1.359 4.348
```

Calculated values
HOMO: -15.3 eV
lowest unoccupied orbital energy: -13.7 eV
E_tot: -64917.4092 eV
orbital gap: 1.619 eV
total charge: +4

The following is a DFT calculation (ωB97M-V/def2-TZVPD) of a structure of composition C10H8Cl3N5O4STe4Ti.

Geometry as XYZ:
```
36
C10H8Cl3N5O4STe4Ti, DFT ωB97M-V/def2-TZVPD
Ti -0.464 0.222 -0.097
O -4.444 -0.900 0.071
C -3.232 -0.832 0.013
O -2.481 0.213 0.084
C -2.400 -2.092 -0.160
C -2.857 -3.390 -0.281
C -1.914 -4.400 -0.431
C -0.557 -4.101 -0.439
C -0.189 -2.776 -0.307
N -1.103 -1.828 -0.184
C 1.217 -2.208 -0.253
O 2.184 -2.939 -0.298
O 1.194 -0.918 -0.143
H -3.921 -3.579 -0.262
H -2.239 -5.428 -0.537
H 0.210 -4.855 -0.542
N 1.084 1.755 0.459
N 1.563 1.782 1.779
C 0.777 1.370 2.770
N 1.187 1.687 3.996
S -0.655 0.487 2.501
H 1.840 1.446 -0.151
H 0.848 2.721 0.196
H 2.308 2.461 2.027
H 1.851 2.480 4.078
H 0.565 1.472 4.754
Te 1.578 5.438 1.663
Te 3.465 4.338 3.322
Te 3.672 7.168 -1.774
Te 2.381 4.971 -0.875
Cl -0.001 -0.700 -5.453
C -0.576 -0.360 -3.863
Cl -2.057 -1.148 -3.446
Cl 1.516 1.266 -3.485
C 0.031 0.463 -2.983
N -0.380 0.716 -1.748
```

Calculated values
HOMO: -1.0 eV
lowest unoccupied orbital energy: 3.4 eV
E_tot: -126838.8991 eV
orbital gap: 4.353 eV
total charge: -2

The following is a DFT calculation (ωB97M-V/def2-TZVPD) of an isolated molecule of C7H9N in a non-equilibrium geometry.

Geometry as XYZ:
```
17
C7H9N, DFT ωB97M-V/def2-TZVPD
C -1.560 -0.464 -0.193
C -0.805 0.217 -1.128
C 0.679 0.368 -1.300
C 1.682 -0.735 -0.825
C 1.514 0.307 0.156
C 0.452 0.171 1.294
N -0.561 1.020 1.235
C -1.853 0.190 1.216
H -0.920 -1.354 0.022
H -1.334 1.209 -1.440
H 0.817 1.216 -2.083
H 1.283 -1.704 -0.463
H 2.668 -0.999 -1.430
H 2.234 1.082 0.133
H 0.436 -0.810 1.785
H -2.116 -0.718 1.869
H -2.615 1.004 1.154
```

Calculated values
HOMO: -8.1 eV
structure (SMILES): C1=C[C@@H]2C[C@@H]2C=NC1
lowest unoccupied orbital energy: 0.4 eV
E_tot: -8888.1149 eV
orbital gap: 8.534 eV

The following is a DFT calculation (ωB97M-V/def2-TZVPD) of a structure of composition C11H22BrClGdI2NP2 in a non-equilibrium geometry.

Geometry as XYZ:
```
41
C11H22BrClGdI2NP2, DFT ωB97M-V/def2-TZVPD
I -3.535 -2.736 -4.735
I -4.895 -3.613 -2.595
Gd 0.000 0.000 0.000
P 1.432 -1.814 0.174
C 0.992 -3.339 -0.741
C 3.140 -1.458 -0.386
H 3.801 -2.314 -0.209
H 2.419 -3.201 1.936
H 3.501 -0.585 0.162
H 1.993 -1.553 2.500
H 0.921 -3.113 -1.809
H 3.126 -1.220 -1.453
C 1.671 -2.403 1.892
H 1.741 -4.122 -0.584
H 0.718 -2.770 2.282
H 0.016 -3.696 -0.402
P -1.245 1.955 0.000
C -2.790 1.982 -0.984
C -1.794 2.479 1.667
H 0.596 3.503 -0.030
H -0.920 4.327 -0.519
H -0.057 3.256 -1.663
C -0.323 3.414 -0.614
H -0.912 2.540 2.310
H -2.300 3.450 1.630
H -3.290 2.953 -0.906
H -3.462 1.197 -0.626
H -2.473 1.726 2.076
H -2.555 1.777 -2.033
Cl 1.512 1.142 1.451
Br 1.529 -0.308 -5.870
C 1.821 0.530 -4.181
C 2.801 1.517 -4.047
C 3.014 2.112 -2.807
C 2.244 1.709 -1.715
N 1.283 0.747 -1.856
C 1.066 0.156 -3.062
H 3.398 1.819 -4.898
H 3.772 2.877 -2.687
H 2.430 2.175 -0.764
H 0.311 -0.613 -3.150
```

Calculated values
HOMO (alpha / beta): -13.6 / -13.6 eV
multiplicity: 8
lowest unoccupied orbital energy (alpha / beta): -7.5 / -9.0 eV
E_tot: -151415.9659 eV
orbital gap (alpha / beta): 6.040 / 4.538 eV
total charge: +2